C36H85N11O10 | wB97M-V/def2-TZVPD

The largest force on an atom is 2.189 eV Å⁻¹. The structure (SMILES) is CCN(CC)CC.CNC(C)=O.CNC(C)=O.CNC(C)=O.CNC(C)=O.CNC(C)=O.CNC(C)=O.CNC(C)=O.CNC(C)=O.CNC(C)=O.CNC(C)=O. Its orbital gap is 8.6 eV.

The geometry in ORCA input format:
```
! wB97M-V def2-TZVPD RIJCOSX def2/J DEFGRID3
* xyz 0 1
C -21.1092 20.3759 3.2267
C -20.7096 18.8859 3.3491
N -19.2753 18.6291 3.3373
C -18.5745 19.4724 4.2996
C -18.9126 19.1079 5.7434
C -18.7397 18.6971 1.9966
C -17.4005 18.0146 1.7825
H -21.0112 20.8491 4.2133
H -22.1304 20.5844 2.9093
H -20.4501 20.9478 2.5686
H -21.2612 18.4499 4.1819
H -21.1723 18.4474 2.4549
H -17.5105 19.2536 4.1676
H -18.7938 20.5361 4.1472
H -19.9627 19.3544 5.9296
H -18.8567 18.0266 5.8846
H -18.2713 19.6038 6.4663
H -18.6498 19.7401 1.6339
H -19.4423 18.1954 1.3282
H -17.4999 16.9502 2.0153
H -16.5541 18.3001 2.4166
H -17.0207 18.1444 0.7676
C -22.2903 19.8112 7.6222
C -23.0176 20.8701 6.8251
O -24.1804 20.7450 6.4754
N -22.2477 21.9282 6.4667
C -22.7294 22.9433 5.5640
H -22.7457 19.7133 8.6092
H -21.2497 20.0520 7.8553
H -22.2703 18.8630 7.0893
H -21.2829 21.9415 6.7754
H -23.3285 23.7120 6.0668
H -23.4152 22.4811 4.8516
H -21.9077 23.4357 5.0475
C -22.0546 12.6913 3.2691
C -23.1363 13.5723 2.6992
O -24.0922 13.0571 2.1569
N -23.0441 14.9221 2.8403
C -22.0435 15.6241 3.5960
H -22.3916 12.1508 4.1533
H -21.1512 13.2299 3.5655
H -21.7782 11.9463 2.5259
H -23.6207 15.4514 2.2093
H -21.1132 15.8268 3.0497
H -21.8432 15.1847 4.5681
H -22.4213 16.6310 3.7808
C -13.3139 16.4310 0.6048
C -14.3518 15.9264 1.5676
O -14.1689 16.0369 2.7792
N -15.4946 15.3638 1.1225
C -15.8033 15.0149 -0.2460
H -12.3568 16.3497 1.1134
H -13.4796 17.4783 0.3539
H -13.2470 15.8595 -0.3210
H -16.1622 15.1261 1.8356
H -16.5220 14.1973 -0.2291
H -14.9325 14.6750 -0.7996
H -16.2545 15.8556 -0.7807
C -17.9363 22.8034 1.7332
C -19.0301 23.7606 2.2288
O -20.1721 23.6549 1.8082
N -18.5633 24.8662 2.8756
C -19.4553 25.8614 3.4162
H -18.0552 22.7030 0.6599
H -18.1054 21.8226 2.1837
H -16.9528 23.1416 2.0586
H -17.5871 24.8617 3.1065
H -19.9020 26.4562 2.6183
H -18.8214 26.5788 3.9459
H -20.2217 25.5331 4.1156
C -18.0469 22.9134 5.8575
C -18.9891 23.1276 7.0200
O -19.5988 22.1785 7.5006
N -19.2222 24.3729 7.4971
C -18.7080 25.6397 7.0338
H -18.2966 23.5328 5.0029
H -18.1336 21.8469 5.6835
H -17.0604 23.1481 6.2677
H -19.9298 24.3249 8.2170
H -17.9355 25.5480 6.2810
H -18.3409 26.1865 7.9069
H -19.5072 26.2811 6.6496
C -16.1314 16.0648 5.9819
C -15.5619 17.4499 5.9926
O -15.9484 18.3075 6.7788
N -14.5985 17.6810 5.0849
C -13.9388 18.9512 4.8976
H -17.1484 15.8861 5.6320
H -16.1440 15.6440 6.9888
H -15.5104 15.3867 5.3929
H -14.4153 16.9550 4.4007
H -14.3016 19.4651 4.0019
H -12.8611 18.8614 4.7732
H -14.1637 19.5876 5.7510
C -18.6076 19.7340 9.8918
C -18.9976 18.2780 9.9486
O -19.9558 17.8997 10.6044
N -18.3327 17.4727 9.0623
C -17.9504 16.1071 9.2630
H -19.2996 20.2427 9.2138
H -17.5502 19.9333 9.7562
H -18.9330 20.2058 10.8251
H -17.7375 17.9644 8.4039
H -16.9385 15.9441 9.6603
H -17.9685 15.5855 8.3061
H -18.5923 15.6057 9.9862
C -24.3747 17.9270 0.1394
C -23.7695 19.3153 -0.0091
O -24.3999 20.3113 0.2817
N -22.4899 19.3570 -0.4778
C -21.7310 20.5826 -0.5145
H -24.4963 17.4901 -0.8522
H -25.3267 18.0146 0.6513
H -23.7394 17.2956 0.7636
H -22.1049 18.5887 -0.9964
H -20.9099 20.5980 0.2148
H -22.2648 21.4991 -0.2840
H -21.2567 20.7103 -1.4912
C -15.2530 20.5121 0.8611
C -14.0033 21.3197 1.1891
O -13.3902 21.1685 2.2297
N -13.5801 22.2283 0.2624
C -14.1938 22.5258 -0.9968
H -14.9944 19.6136 0.3020
H -15.8815 21.1408 0.2328
H -15.6650 20.2471 1.8268
H -12.8664 22.8471 0.6119
H -13.4941 23.0910 -1.6142
H -15.0722 23.1796 -0.9163
H -14.4639 21.6365 -1.5621
C -18.3218 14.2101 3.2997
C -17.7055 13.0369 4.0362
O -16.9067 13.2054 4.9347
N -18.1455 11.8108 3.6605
C -17.7909 10.6254 4.4211
H -17.6422 15.0574 3.3094
H -19.2214 14.5372 3.8307
H -18.6809 13.9423 2.3024
H -18.8113 11.7893 2.9096
H -18.2680 9.7713 3.9394
H -18.1143 10.7038 5.4545
H -16.7217 10.4345 4.3380
*
```

C36H86BN6O19 | wB97M-V/def2-TZVPD

The largest force on an atom is 2.405 eV Å⁻¹. Its orbital gap is 8.5 eV.

The geometry in ORCA input format:
```
! wB97M-V def2-TZVPD RIJCOSX def2/J DEFGRID3
* xyz -1 1
O -2.1996 -24.8558 -21.7814
C -1.5877 -23.9785 -22.3522
O -1.0196 -24.0559 -23.5138
B -0.3307 -22.7633 -23.8640
O -0.7662 -21.8774 -22.7344
C -1.4748 -22.5392 -21.8620
O -1.8976 -22.1540 -20.8080
O -0.9069 -22.3162 -25.1495
C 0.0708 -22.0951 -26.0031
O -0.0052 -21.6294 -27.1018
C 1.3971 -22.5390 -25.2883
O 1.1007 -22.8457 -24.0510
O 2.4814 -22.5405 -25.8110
C -5.2420 -26.5836 -22.6536
O -6.0865 -25.7127 -23.4142
H -5.7988 -26.9783 -21.8050
H -4.8838 -27.3376 -23.3532
H -4.3372 -26.0679 -22.3198
H -6.1100 -24.8397 -23.0146
C 1.3262 -20.9219 -20.8234
O 2.1672 -20.1525 -19.9746
H 0.3896 -20.4261 -21.0861
H 1.8810 -21.1210 -21.7407
H 1.1227 -21.8790 -20.3338
H 1.8242 -20.1662 -19.0783
C 1.0685 -15.8418 -17.2425
O 0.8130 -15.8552 -18.6175
C 1.0938 -17.1337 -19.1965
C 1.2653 -17.0018 -20.6635
N 0.0348 -16.3706 -21.1834
C -0.1633 -16.4189 -22.6236
C -0.4740 -17.8644 -23.0671
O -0.8632 -17.8170 -24.4300
C -1.5828 -18.9791 -24.7655
H 0.4220 -16.5400 -16.6962
H 0.9065 -14.8666 -16.7864
H 2.1089 -16.1232 -17.0427
H 0.2831 -17.7791 -18.8407
H 2.0533 -17.4760 -18.7813
H 1.4178 -17.9691 -21.1293
H 2.0583 -16.2814 -20.9024
H -0.0724 -15.4078 -20.9000
H 0.5975 -16.0261 -23.3101
H -1.1012 -15.8817 -22.7828
H -1.2507 -18.2863 -22.4212
H 0.3696 -18.5551 -22.9481
H -2.5108 -19.1684 -24.2129
H -1.0495 -19.9165 -24.5975
H -1.8407 -18.9546 -25.8221
C -5.1616 -20.9187 -18.1129
O -4.8402 -19.7353 -18.8045
C -3.5466 -19.7563 -19.3643
C -3.0912 -18.3577 -19.7593
N -4.1072 -17.7175 -20.5877
C -3.7915 -17.7279 -22.0136
C -4.6032 -16.8175 -22.9216
O -5.8490 -17.4928 -23.1104
C -6.7065 -16.8814 -24.0195
H -4.5548 -20.9737 -17.1994
H -4.9651 -21.8359 -18.6748
H -6.2059 -20.8205 -17.8251
H -3.5532 -20.3698 -20.2721
H -2.8420 -20.2142 -18.6585
H -2.0950 -18.2901 -20.2024
H -2.9363 -17.7264 -18.8725
H -5.0058 -18.1760 -20.4947
H -3.8378 -18.7425 -22.4347
H -2.7626 -17.3499 -22.0324
H -4.0991 -16.5808 -23.8580
H -4.8160 -15.9264 -22.3173
H -7.1089 -15.9443 -23.6089
H -7.5352 -17.5263 -24.3120
H -6.2587 -16.5905 -24.9815
C -5.3003 -23.9701 -26.0427
O -4.1967 -24.0835 -26.9221
C -3.0128 -24.4536 -26.2467
C -2.7548 -25.9551 -26.2060
N -2.4585 -26.5169 -27.5183
C -3.5837 -27.2315 -28.1539
C -3.8923 -28.5518 -27.4534
O -3.0204 -29.5484 -27.9259
C -3.2367 -30.8018 -27.3289
H -5.5345 -24.9473 -25.6167
H -6.1283 -23.5957 -26.6424
H -5.0938 -23.2739 -25.2226
H -2.9622 -24.1044 -25.2077
H -2.2060 -23.9203 -26.7570
H -3.5633 -26.4405 -25.6549
H -1.8981 -26.0276 -25.5214
H -1.9511 -25.8247 -28.0438
H -3.2486 -27.3926 -29.1779
H -4.4076 -26.5119 -28.1576
H -4.9385 -28.7472 -27.7332
H -3.8684 -28.5348 -26.3606
H -2.6783 -31.5782 -27.8505
H -4.3041 -31.0289 -27.4603
H -2.9521 -30.8378 -26.2734
C 5.8572 -24.8403 -25.0960
C 6.0932 -23.8892 -26.2862
C 5.5262 -24.4331 -27.6004
O 6.1839 -25.6426 -27.9722
C 5.3758 -26.3473 -28.8962
N 5.4460 -22.5881 -26.1048
H 4.8232 -25.0899 -24.8708
H 6.4320 -24.4578 -24.2534
H 6.3433 -25.7744 -25.4060
H 7.1699 -23.7408 -26.3918
H 5.7261 -23.7059 -28.3923
H 4.4470 -24.5690 -27.4780
H 5.2988 -25.7920 -29.8369
H 4.4042 -26.5597 -28.4451
H 5.8183 -27.3061 -29.1723
H 4.4391 -22.7418 -26.0736
H 5.7107 -22.1668 -25.2237
C -1.8009 -18.6257 -31.3628
C -1.9870 -19.5830 -30.1642
C -1.7576 -18.7993 -28.8764
O -2.6936 -17.7456 -28.8000
C -2.1755 -16.6144 -28.0814
N -3.3381 -20.1451 -30.3010
H -2.3386 -17.6793 -31.2501
H -2.1126 -18.9937 -32.3385
H -0.7718 -18.2512 -31.4211
H -1.2730 -20.4069 -30.1262
H -0.7060 -18.4881 -28.7973
H -1.7615 -19.4870 -28.0185
H -3.0037 -15.9346 -27.9189
H -1.3773 -16.2374 -28.7320
H -1.6741 -16.9157 -27.1576
H -3.9990 -19.4605 -29.9351
H -3.3901 -20.8859 -29.5983
C -1.3180 -27.7313 -19.5917
C -0.7565 -28.2028 -20.9304
C -1.7788 -28.8257 -21.8663
O -1.0707 -29.4447 -22.9546
C -1.6776 -29.1908 -24.2397
N -0.2289 -26.9508 -21.5406
H -0.5146 -27.2183 -19.0704
H -1.6354 -28.5737 -18.9629
H -2.1899 -27.0847 -19.7052
H 0.1055 -28.8275 -20.6900
H -2.4963 -28.0553 -22.1487
H -2.1947 -29.7096 -21.3670
H -1.1143 -29.8528 -24.8966
H -1.4351 -28.1567 -24.4873
H -2.7317 -29.4663 -24.2087
H -0.9979 -26.3200 -21.7835
H 0.1693 -27.2852 -22.4210
*
```

C36H86BrN2PS | wB97M-V/def2-TZVPD

The largest force on an atom is 0.396 eV Å⁻¹. The structure (SMILES) is CCCN[PH](CCCS)(C[C@H](C)Br)NCCC.CCCCCC.CCCCCC.CCCCCC.CCCCCC. Its orbital gap is 8.9 eV.

The geometry in ORCA input format:
```
! wB97M-V def2-TZVPD RIJCOSX def2/J DEFGRID3
* xyz 0 1
C -0.8836 0.3754 1.6062
C -1.0636 -0.2196 0.2085
C -1.4215 -1.7054 0.2469
N -0.2496 -2.5925 0.3352
P 0.0291 -3.8007 -0.8999
C 0.6268 -5.0067 0.4541
C 1.5417 -6.0770 -0.1382
C 1.8166 -7.2967 0.7470
S 2.0117 -6.9438 2.5264
C -0.4098 -2.5982 -2.3488
C 0.3297 -2.8650 -3.6553
C 0.3035 -4.2846 -4.1909
Br 2.2085 -2.2694 -3.4710
N -1.1826 -4.9216 -1.4795
C -2.4996 -4.8467 -0.8080
C -3.5879 -4.2240 -1.6790
C -4.9820 -4.6196 -1.2002
H -1.8450 0.6834 2.0230
H -0.4490 -0.3536 2.2942
H -0.2385 1.2550 1.5938
H -1.8531 0.3163 -0.3241
H -0.1445 -0.0845 -0.3714
H -2.0416 -1.9668 -0.6118
H -2.0374 -1.8848 1.1366
H 0.5919 -2.0246 0.3999
H 1.3269 -3.9208 -1.4678
H 1.1678 -4.4247 1.2013
H -0.2230 -5.4594 0.9807
H 2.4958 -5.6168 -0.4125
H 1.1201 -6.4649 -1.0774
H 2.7278 -7.7986 0.4259
H 1.0098 -8.0257 0.6587
H 3.3332 -7.1355 2.5763
H -1.4778 -2.6493 -2.5787
H -0.1852 -1.5676 -2.0593
H -0.0456 -2.1909 -4.4221
H 0.9210 -4.9588 -3.5963
H 0.6607 -4.3081 -5.2203
H -0.7237 -4.6515 -4.1623
H -0.8044 -5.8488 -1.3179
H -2.4356 -4.3134 0.1502
H -2.8101 -5.8650 -0.5588
H -3.5020 -3.1335 -1.6911
H -3.4195 -4.5619 -2.7040
H -5.0542 -4.5718 -0.1101
H -5.2158 -5.6431 -1.4998
H -5.7528 -3.9637 -1.6060
C 2.3205 2.2686 -2.7782
C 2.9877 1.7495 -4.0473
C 4.3187 1.0481 -3.7873
C 5.4066 1.9209 -3.1608
C 5.7689 3.1729 -3.9588
C 6.3074 2.8757 -5.3541
H 2.9321 3.0214 -2.2777
H 1.3539 2.7246 -2.9976
H 2.1531 1.4515 -2.0717
H 3.1289 2.5736 -4.7530
H 2.3174 1.0394 -4.5383
H 4.6866 0.6243 -4.7264
H 4.1364 0.1936 -3.1269
H 6.3049 1.3081 -3.0338
H 5.1049 2.2204 -2.1531
H 6.5184 3.7376 -3.3979
H 4.8956 3.8273 -4.0370
H 7.1956 2.2421 -5.3006
H 6.5847 3.7940 -5.8734
H 5.5687 2.3610 -5.9707
C -6.2440 5.0546 0.5279
C -6.0159 4.8469 2.0211
C -4.5825 4.4501 2.3715
C -4.1080 3.1365 1.7453
C -4.9752 1.9214 2.0702
C -5.0549 1.6279 3.5632
H -6.0681 4.1384 -0.0382
H -7.2675 5.3725 0.3256
H -5.5724 5.8214 0.1352
H -6.7130 4.0904 2.3949
H -6.2611 5.7690 2.5549
H -4.4889 4.3906 3.4597
H -3.9043 5.2490 2.0558
H -3.0854 2.9423 2.0862
H -4.0450 3.2492 0.6593
H -4.5720 1.0498 1.5463
H -5.9844 2.0692 1.6751
H -4.0616 1.4561 3.9850
H -5.6626 0.7449 3.7660
H -5.5019 2.4650 4.1036
C 7.3338 -1.6414 -2.6577
C 8.4924 -0.6668 -2.8420
C 8.8227 -0.3889 -4.3073
C 9.2587 -1.6157 -5.1112
C 10.4681 -2.3569 -4.5432
C 11.7287 -1.5018 -4.4727
H 7.5602 -2.6230 -3.0768
H 7.1033 -1.7817 -1.6007
H 6.4308 -1.2696 -3.1491
H 9.3765 -1.0454 -2.3212
H 8.2428 0.2801 -2.3558
H 9.5998 0.3789 -4.3589
H 7.9399 0.0430 -4.7900
H 9.4871 -1.2963 -6.1331
H 8.4214 -2.3136 -5.1956
H 10.6622 -3.2337 -5.1663
H 10.2332 -2.7427 -3.5470
H 11.9939 -1.1187 -5.4608
H 12.5763 -2.0781 -4.0999
H 11.5984 -0.6452 -3.8094
C -8.4358 3.4004 5.8653
C -7.2961 4.4032 6.0071
C -6.1815 3.9317 6.9398
C -6.6044 3.6845 8.3888
C -7.2341 4.8900 9.0854
C -6.3040 6.0947 9.1789
H -8.9362 3.2208 6.8183
H -9.1895 3.7560 5.1615
H -8.0636 2.4401 5.4997
H -7.6919 5.3628 6.3520
H -6.8636 4.5952 5.0203
H -5.3686 4.6629 6.9165
H -5.7603 3.0036 6.5387
H -5.7240 3.3667 8.9563
H -7.3050 2.8460 8.4277
H -7.5372 4.5903 10.0919
H -8.1540 5.1789 8.5687
H -5.3840 5.8351 9.7075
H -6.7768 6.9173 9.7166
H -6.0252 6.4668 8.1917
*
```